The following is a DFT calculation (the ωB97M-V functional and the def2-TZVPD basis) of an isolated ion of composition C4H12N2P and charge +1.

Structure (XYZ):
```
19
Properties=species:S:1:pos:R:3:forces:R:3:mulliken_charge:R:1
N -0.5087 -1.9007 0.2790 3.536 -1.490 2.371 -0.101
C -1.2342 -0.8029 0.7087 -3.999 3.335 1.881 -0.846
C -0.2874 0.1845 1.3733 -0.404 -0.079 -1.705 -0.990
C 0.5463 0.7475 0.2162 0.466 1.019 2.618 0.011
N 1.2610 -0.2847 -0.4122 1.913 -0.932 -1.924 -0.456
C 0.3696 0.5436 -1.2532 0.900 1.452 -0.104 -0.094
P 1.2271 1.9066 -2.4577 -0.544 -4.473 -1.843 0.018
H 0.4423 -1.4893 -0.0424 0.339 0.429 -1.273 0.278
H -0.1057 -2.4247 1.0884 -1.112 -0.173 -0.633 0.373
H -0.9404 -2.4508 -0.3707 -1.329 -2.211 -1.991 0.267
H -2.0883 -1.0910 1.3392 0.480 -0.192 0.223 0.437
H -1.7925 -0.2622 -0.1047 0.942 -0.769 0.356 0.290
H -0.7636 0.9872 1.8442 -1.406 1.168 0.446 0.442
H 0.2736 -0.2232 2.2077 0.676 -0.492 -0.287 0.379
H 1.1193 1.6122 0.5723 -0.176 -0.052 -0.663 0.339
H 2.2470 -0.2116 -0.6193 0.207 0.324 0.211 0.251
H -0.4072 -0.1071 -1.6531 -0.149 0.800 -0.227 0.307
H 1.9446 2.6144 -1.6315 1.770 1.058 2.498 0.025
H 0.3607 2.9085 -2.4947 -2.109 1.277 0.046 0.069
```
Forces are in eV/Å.

Results
LUMO level   -0.111 Ha
Calculated total energy   -16602.251 eV
Highest occupied orbital energy   -0.476 Eh
SMILES   [NH3+]CC[C@H]1N[C@@H]1P
Molar mass   119.13 g/mol
Gap between HOMO and LUMO   9.95 eV
Energy relative to the best compared isomer or geometry (same formula, charge and spin)   230.8 kJ/mol
Net charge   +1

The following is a DFT calculation (the ωB97M-V functional and the def2-TZVPD basis) of a 13-piece molecular cluster, C21H38BrCl9N9O18 overall.

Structure (XYZ):
```
96
Properties=species:S:1:pos:R:3:forces:R:3:mulliken_charge:R:1
C -2.0939 0.9910 -1.3975 0.206 0.176 0.124 -0.469
C -1.3322 1.2954 -0.1253 0.192 -0.773 1.030 -0.553
N 0.0564 0.7804 -0.0650 0.459 0.967 -1.852 1.588
C 0.4755 -0.5273 -0.0926 0.063 0.084 0.433 -0.427
C 1.8321 -0.4946 0.0244 0.113 -0.327 -0.531 -0.569
N 2.2335 0.8194 -0.0346 -2.101 0.191 -0.076 0.646
C 1.1299 1.5638 -0.1384 -0.065 0.299 0.599 -1.197
C 3.5486 1.3200 0.0994 2.362 -0.160 0.556 -0.691
H -2.5584 0.0068 -1.4025 0.196 -0.100 -0.044 -0.488
H -1.4271 1.1190 -2.2503 -0.128 -0.083 -0.133 0.329
H -2.8879 1.7325 -1.4643 -0.065 -0.070 -0.130 0.437
H -1.7200 0.8386 0.7876 -0.737 0.078 -0.398 -0.164
H -1.3468 2.3548 0.1195 0.497 -0.132 -0.314 0.515
H -0.2302 -1.3243 -0.2487 0.156 -0.132 0.357 0.489
H 2.5789 -1.2689 0.0828 -0.114 -0.068 0.030 0.184
H 1.0891 2.6440 -0.1877 0.332 -0.033 0.068 0.395
H 4.1463 0.5774 0.6345 -0.278 -0.063 0.095 0.053
H 3.6210 2.2461 0.6665 -0.474 0.142 -0.264 0.444
H 4.0729 1.4514 -0.8471 -0.546 0.244 -0.225 0.348
Cl 0.1451 2.6234 2.8715 -0.187 1.152 0.424 1.694
O 0.0670 3.0378 4.2524 0.223 -0.221 -0.297 -0.737
O -1.2061 2.6188 2.3255 -0.103 0.136 0.076 -0.717
O 0.9500 3.5201 2.0965 0.118 -0.216 0.172 -0.701
O 0.6577 1.2729 2.7922 0.334 -0.318 -0.010 -0.472
Br 3.4629 4.7674 -0.6781 0.008 -0.150 -0.070 -0.869
C 2.5173 -5.6875 -0.5083 0.186 -0.859 -0.965 0.282
Cl 1.1607 -6.6130 0.1588 0.123 0.020 0.564 -0.144
Cl 2.6886 -6.3286 -2.1946 0.329 0.173 0.302 -0.142
Cl 2.1195 -4.0133 -0.6181 0.001 0.534 0.223 0.037
Cl 4.0211 -5.9670 0.3875 -0.526 0.120 -0.140 -0.081
C 8.3485 0.6791 -0.8541 0.080 0.734 -0.471 0.352
Cl 6.7239 1.3286 -0.6069 0.428 -0.472 0.114 -0.038
Cl 8.6043 0.3833 -2.5855 -0.099 0.039 -0.098 -0.126
Cl 9.5203 1.8799 -0.3033 0.152 0.340 0.024 -0.115
Cl 8.7214 -0.8015 -0.0093 -0.431 -0.604 0.390 -0.116
C -2.0403 -5.0377 0.4847 -1.388 -0.379 -0.081 -0.930
N -1.2490 -3.8219 0.2416 1.063 -0.572 0.591 1.108
O -1.1877 -3.3668 -0.8765 -0.316 0.227 -0.170 -0.529
O -0.5498 -3.4741 1.1800 -0.312 0.309 -0.244 -0.319
H -2.3359 -5.0759 1.5283 0.593 -0.079 0.134 0.336
H -1.4348 -5.8770 0.1463 0.001 0.112 0.251 0.141
H -2.9824 -5.0348 -0.0621 0.291 0.330 -0.448 0.276
C -1.9796 0.1816 3.9059 0.442 -1.363 0.216 -0.269
N -2.8905 -0.4495 2.9050 -0.893 1.029 0.725 0.852
O -4.0570 -0.0970 2.9851 0.332 -0.550 -0.500 -0.613
O -2.4488 -1.2453 2.0952 0.040 0.048 -0.005 -0.344
H -2.5519 0.3958 4.7995 -0.228 0.388 -0.225 0.345
H -1.4719 1.0334 3.4525 -0.529 -0.347 0.149 -0.045
H -1.2889 -0.6223 4.1547 0.327 0.306 -0.069 0.069
C 1.4977 2.2268 -5.5578 0.433 0.271 0.197 -0.824
N 1.4099 2.6808 -4.1433 0.396 0.066 0.748 0.878
O 1.1354 1.8499 -3.3025 -0.364 -0.822 0.106 -0.477
O 1.6386 3.8311 -3.8737 -0.141 0.507 -0.657 -0.482
H 2.4392 2.6078 -5.9458 -0.106 0.177 -0.049 0.326
H 0.6520 2.6916 -6.0577 -0.018 -0.251 -0.165 0.256
H 1.5284 1.1438 -5.5473 -0.395 0.023 -0.104 0.288
C -4.4938 5.1488 1.4656 0.674 0.981 -0.401 -0.837
N -4.1039 3.8050 1.0233 0.139 -1.819 1.449 0.931
O -4.5225 2.8757 1.7028 -0.145 0.569 -0.423 -0.532
O -3.3233 3.6539 0.1118 -0.120 0.737 -0.530 -0.438
H -3.7464 5.5028 2.1766 0.063 -0.373 0.089 0.299
H -5.4632 5.1357 1.9460 -0.092 -0.128 -0.256 0.288
H -4.3801 5.7935 0.5962 -0.474 0.055 0.047 0.294
C -1.9150 5.3221 -3.2893 -0.340 -1.313 0.899 -0.725
N -1.6754 4.2763 -4.3344 1.069 0.954 0.039 0.901
O -1.9442 3.1250 -4.0949 -0.356 -0.184 0.082 -0.497
O -1.1394 4.6740 -5.3512 -0.174 -0.219 -0.353 -0.538
H -2.9983 5.3708 -3.1940 0.025 0.606 -0.238 0.324
H -1.3444 6.2169 -3.4906 -0.302 0.072 -0.342 0.314
H -1.5959 4.8747 -2.3472 0.220 0.020 -0.079 0.218
C 1.0488 -1.8111 3.2440 0.582 -0.367 -0.014 -0.767
N 1.9601 -1.0922 4.1739 0.217 -0.950 -0.134 1.149
O 1.6304 -0.9934 5.3328 -0.066 0.420 0.237 -0.635
O 3.0449 -0.7963 3.7143 0.088 0.437 0.140 -0.546
H 0.7076 -1.0927 2.5052 -0.306 -0.126 0.120 0.025
H 0.3125 -2.3547 3.8241 -0.340 0.447 -0.057 0.354
H 1.7027 -2.5517 2.7876 -0.097 0.093 -0.322 0.429
C 6.6226 -1.6433 2.7742 -0.703 0.100 0.882 -0.796
N 5.9701 -2.2159 1.5719 0.174 -0.450 -1.376 0.805
O 5.2257 -1.5302 0.9039 0.047 0.317 0.438 -0.363
O 6.2288 -3.3762 1.2743 0.202 0.402 0.658 -0.539
H 6.1588 -0.6981 3.0431 -0.202 -0.045 -0.310 0.286
H 7.6892 -1.4818 2.6623 -0.007 -0.416 -0.414 0.263
H 6.3895 -2.3754 3.5444 0.363 0.068 0.140 0.322
C -6.1650 -3.7377 -0.7509 1.132 -0.789 -0.133 -0.571
C -5.0769 -3.1742 -0.0790 -0.596 0.497 -0.606 -0.451
C -4.2322 -2.3341 -0.8046 -0.097 0.406 0.406 0.442
C -4.4190 -2.1227 -2.1614 -0.317 0.247 -0.335 -0.424
C -5.5085 -2.6718 -2.8237 -0.053 -0.258 0.281 -0.630
C -6.3530 -3.5040 -2.1077 -0.416 -0.384 0.300 -0.278
H -6.7042 -4.5559 -0.2885 -0.432 0.372 0.210 0.297
H -4.9838 -3.3203 0.9886 0.272 0.047 0.017 0.484
H -3.4890 -1.7183 -0.3129 0.201 -0.395 0.215 0.020
H -3.7474 -1.4689 -2.7027 0.048 0.027 0.065 0.390
H -5.7180 -2.4735 -3.8660 0.202 0.016 -0.056 0.373
H -7.1709 -4.0467 -2.5669 -0.014 0.244 -0.293 0.337
```
Forces are in eV/Å.

Results
LUMO level   0.054 Ha
Calculated total energy   -255378.257 eV
Highest occupied orbital energy   -0.146 Eh
Molar mass   1103.56 g/mol
Gap between HOMO and LUMO   5.45 eV
Net charge   -1

The following is a DFT calculation (the ωB97M-V functional and the def2-TZVPD basis) of the molecule C2H2FOP.

Structure (XYZ):
```
7
Properties=species:S:1:pos:R:3:forces:R:3:mulliken_charge:R:1
O -1.2191 1.1996 -1.2224 0.198 -0.058 0.344 -0.417
C -0.3436 0.6627 -0.6210 0.280 -0.001 0.631 0.434
C 0.1446 0.2584 0.7393 -2.482 -1.937 0.538 -0.472
P 1.0332 -0.5470 -0.6320 -0.223 -1.558 -1.370 0.201
F 0.0213 -1.8552 -0.7781 0.731 0.524 -0.103 -0.310
H 0.9167 0.8352 1.2087 -0.260 0.574 0.854 0.311
H -0.5531 -0.5537 1.3057 1.756 2.456 -0.893 0.254
```
Forces are in eV/Å.

Results
LUMO level   -0.009 Ha
Calculated total energy   -16158.425 eV
Highest occupied orbital energy   -0.332 Eh
SMILES   O=C1CP1F
Molar mass   92.01 g/mol
Gap between HOMO and LUMO   8.78 eV
Energy relative to the best compared isomer or geometry (same formula, charge and spin)   73.0 kJ/mol